Record 1
# C23H32BiN3O9P2

A structure of composition C23H32BiN3O9P2 (ωB97M-V with the def2-TZVPD basis set, the OMol25 dataset).

Each line ends with the natural charge from an NBO analysis.
CARTESIAN COORDINATES (ANGSTROEM)
Bi 0.305514 0.105900 -0.677739  2.246
C 1.450143 -0.053246 -3.587700  -0.436
N 0.006808 -0.004680 -3.334127  -0.507
C -0.652257 -1.211413 -3.848859  -0.228
C -0.648144 -2.383227 -2.856449  -0.427
C -1.780438 -2.371387 -1.821325  -0.231
N -1.566550 -1.500170 -0.665094  -0.585
C -2.032405 -1.900147 0.456785  0.222
C -2.010893 -1.247213 1.744107  -0.268
C -2.800662 -1.857286 2.740611  -0.122
C -2.934233 -1.335093 4.001084  -0.280
C -2.261079 -0.147824 4.308054  -0.153
C -1.464437 0.462347 3.370957  -0.307
C -1.289264 -0.073793 2.076800  0.480
O -0.444678 0.562135 1.298526  -0.910
C -0.533842 1.265888 -3.825298  -0.228
C -2.022246 1.504088 -3.566246  -0.418
C -2.487008 1.170926 -2.140888  -0.223
N -1.507661 1.587592 -1.156774  -0.608
C -1.682946 2.689327 -0.519654  0.212
C -0.708366 3.351913 0.290145  -0.248
C -1.121219 4.325519 1.214858  -0.132
C -0.210536 5.034669 1.956377  -0.289
C 1.157936 4.807524 1.749842  -0.156
C 1.592969 3.887107 0.828488  -0.292
C 0.681595 3.109611 0.076561  0.420
O 1.114006 2.254115 -0.802975  -0.857
H 1.665930 -0.000333 -4.661299  0.192
H 1.865455 -0.982865 -3.192905  0.219
H 1.946908 0.777441 -3.080657  0.231
H -0.152288 -1.530327 -4.773229  0.191
H -1.683577 -0.972224 -4.113772  0.199
H 0.308528 -2.452713 -2.333904  0.247
H -0.765824 -3.300471 -3.435844  0.226
H -1.942403 -3.396625 -1.474152  0.202
H -2.705412 -2.060105 -2.323306  0.189
H -2.561297 -2.860142 0.471961  0.166
H -3.322986 -2.771412 2.480239  0.205
H -3.545065 -1.827767 4.744753  0.216
H -2.358033 0.289285 5.294187  0.215
H -0.922992 1.372788 3.597628  0.228
H -0.352381 1.377097 -4.904859  0.185
H 0.029449 2.048204 -3.310963  0.230
H -2.647335 0.946877 -4.267692  0.207
H -2.199091 2.564268 -3.760268  0.221
H -2.621596 0.097680 -2.039184  0.204
H -3.453777 1.655526 -1.963287  0.194
H -2.645871 3.200947 -0.636560  0.168
H -2.184522 4.492697 1.354043  0.204
H -0.540041 5.766748 2.681396  0.213
H 1.880729 5.376450 2.322456  0.211
H 2.647240 3.707569 0.658984  0.221
C 2.001526 -1.034433 3.019762  -0.642
C 2.802872 -1.893091 2.060574  -0.466
O 3.755492 -2.648862 2.786381  -0.718
P 3.664005 -0.808557 0.824334  2.356
O 4.447168 -1.762231 -0.156053  -1.006
O 4.859837 -0.100972 1.616808  -0.976
O 2.813053 0.222950 0.170046  -1.147
P 1.825864 -3.040835 0.988718  2.373
O 0.769142 -3.776916 1.967456  -0.999
O 2.836917 -4.039251 0.503418  -1.181
O 1.086845 -2.240101 -0.043707  -1.218
H 2.682053 -0.601694 3.754328  0.227
H 1.260639 -1.639346 3.543970  0.234
H 1.498626 -0.232416 2.484872  0.238
H 4.029047 -3.392412 2.228160  0.496
H 4.088300 -2.696519 -0.138719  0.547
H 4.668856 0.843575 1.715414  0.513
H 1.019880 -4.710697 2.030394  0.511

Atomic forces in eV per Å
0.82 0.40 0.30
-0.03 -0.06 0.11
-0.18 0.00 -0.05
0.04 -0.11 0.02
-0.13 0.26 0.06
-0.04 -0.15 -0.13
-0.03 0.07 0.16
-0.11 -0.12 -0.26
0.10 0.19 0.24
0.01 -0.03 -0.13
-0.02 0.04 0.11
-0.02 -0.07 -0.06
0.06 0.05 -0.05
-0.10 0.00 0.24
0.13 -0.31 -0.30
-0.11 0.09 -0.09
0.07 -0.11 0.18
-0.06 0.11 -0.15
-0.17 0.14 -0.12
-0.20 -0.08 -0.21
0.39 0.06 0.07
-0.03 -0.08 -0.03
-0.03 0.09 0.09
-0.07 -0.02 -0.04
0.08 -0.07 -0.04
-0.18 0.25 0.00
-0.18 -0.23 0.17
0.01 0.01 0.00
0.00 0.00 -0.02
-0.01 0.02 -0.05
-0.04 0.05 -0.04
0.01 0.01 0.01
0.05 -0.12 -0.04
0.05 -0.03 0.02
0.02 0.03 0.04
0.01 -0.01 0.01
0.01 0.01 -0.02
0.01 0.00 0.01
-0.01 -0.02 -0.03
0.01 0.00 0.00
0.00 -0.02 -0.01
0.07 -0.01 0.01
0.04 0.00 -0.06
0.01 0.03 -0.03
-0.02 0.00 -0.04
-0.10 -0.02 0.00
0.00 -0.05 0.05
-0.02 -0.04 0.02
0.00 0.02 -0.03
0.00 -0.01 -0.01
0.02 -0.02 -0.01
-0.01 0.02 0.00
0.02 -0.04 0.04
-0.06 0.05 -0.67
0.10 0.01 0.09
0.25 0.30 0.26
-0.29 -0.86 0.13
-0.12 0.16 0.00
-0.18 -0.25 0.16
0.10 -0.38 -0.09
0.11 -0.06 -0.16
0.21 0.15 0.06
-0.19 0.18 0.25
0.00 0.02 -0.01
0.02 0.01 0.00
-0.11 0.05 0.04
-0.10 -0.04 -0.02
0.10 0.51 -0.04
0.05 -0.18 -0.02
-0.03 0.19 0.10

Values from the calculation:
HOMO in eV: -7.8
LUMO level in eV: 0.13
2S+1: 1
Gap between HOMO and LUMO in eV: 7.905
Maximum force in eV Å⁻¹: 0.962

Record 2
# C22H36Cl15F6N3O7

A cluster of 10 separate species, C22H36Cl15F6N3O7 in total at a distorted geometry (ωB97M-V with the def2-TZVPD basis set, the OMol25 dataset).

Each line ends with the Löwdin charge.
CARTESIAN COORDINATES (ANGSTROEM)
C 2.832614 1.656064 -0.532298  -0.086
C 2.981429 1.575834 -2.000213  -0.193
O 4.416143 1.398978 -2.212068  -0.018
C 4.958962 1.216663 -3.484896  -0.257
O 4.179836 1.149425 -4.487912  0.085
C 6.477701 1.133908 -3.526885  -0.560
F 6.805078 0.063132 -4.238909  0.165
F 6.944439 2.136718 -4.279147  0.174
F 7.011457 0.950409 -2.311554  0.177
H 1.822920 2.017669 -0.337738  0.075
H 3.457183 2.335413 0.047803  0.052
H 2.851958 0.628305 -0.169764  0.064
H 2.768614 2.468757 -2.588016  0.132
H 2.464276 0.671378 -2.320535  0.121
C -2.026258 2.168833 -1.131937  -0.058
C -2.011361 2.769872 -2.520274  -0.208
O -2.336172 4.121612 -2.518453  0.039
C -3.581225 4.518502 -2.382674  -0.319
O -4.614909 3.784500 -2.468385  0.101
C -3.729608 6.061045 -2.248814  -0.474
F -4.317070 6.632698 -3.302064  0.168
F -4.511463 6.332284 -1.104729  0.098
F -2.558203 6.694525 -2.135650  0.159
H -2.915982 2.257653 -0.508553  0.065
H -1.221958 2.573523 -0.517576  0.080
H -1.890972 1.087289 -1.139657  0.054
H -2.765265 2.211310 -3.075031  0.126
H -1.003160 2.742250 -2.933636  0.133
Cl 2.836000 -5.140139 2.121316  0.516
C 3.187683 -3.411743 2.182820  -1.597
Cl 4.115385 -2.927051 0.789939  0.551
Cl 3.993927 -2.956499 3.674265  0.524
H 2.217024 -2.923917 2.093694  -0.024
Cl 2.584976 0.323787 3.389348  0.539
C 2.115588 2.070248 3.549058  -1.445
Cl 0.481557 2.294932 2.926025  0.562
Cl 3.192781 3.261853 2.748226  0.547
H 2.126380 2.353474 4.601567  -0.005
Cl -3.480707 0.399134 4.528404  0.553
C -3.047564 2.111732 4.215298  -1.592
Cl -3.802052 3.287821 5.249989  0.570
Cl -3.393488 2.490745 2.575881  0.576
H -1.975674 2.261821 4.344237  -0.036
Cl -0.736491 -3.113585 3.327850  0.604
C -1.666610 -4.433719 2.562807  -1.531
Cl -1.190819 -4.786738 0.968741  0.592
Cl -3.418323 -4.156928 2.521637  0.541
H -1.476144 -5.315892 3.174040  0.018
Cl -2.752733 -6.834317 -4.290827  0.562
C -1.758372 -5.551919 -3.709648  -1.520
Cl -2.589463 -4.678054 -2.411877  0.551
Cl -1.508924 -4.435285 -5.090733  0.542
H -0.786993 -5.955872 -3.424474  0.029
C 1.479444 0.616244 7.033977  -0.066
N 0.314605 -0.225604 6.851459  -0.191
C -0.015940 -0.612635 5.518752  -0.111
C -0.302751 -0.721457 7.953570  -0.307
O -1.234128 -1.513994 7.822089  0.000
H 1.780792 0.738278 8.074359  0.083
H 1.249715 1.621209 6.679892  0.083
H 2.367211 0.159166 6.596860  0.085
H -0.140144 0.312725 4.956267  0.046
H 0.712372 -1.222075 4.983741  0.050
H -1.002360 -1.073217 5.464663  0.049
H 0.195237 -0.410496 8.884975  0.133
C -2.079875 -1.769146 -0.517736  -0.117
N -1.072300 -1.120940 0.263508  -0.162
C -1.570749 -0.499424 1.477064  -0.097
C 0.165026 -1.146395 -0.235441  -0.311
O 1.144468 -0.924128 0.477728  -0.053
H -1.741867 -2.048547 -1.515637  0.047
H -2.970394 -1.144604 -0.588543  0.100
H -2.327366 -2.759568 -0.135729  0.002
H -2.181472 -1.088760 2.161015  0.038
H -0.754359 -0.168791 2.119151  0.045
H -2.077828 0.431635 1.223846  0.039
H 0.322943 -1.512985 -1.261542  0.136
C -0.950434 -1.628062 -6.588441  -0.123
N -0.467268 -0.903535 -5.462244  -0.185
C 0.940988 -0.406472 -5.475886  -0.010
C -1.173238 -0.747845 -4.295969  -0.297
O -0.733284 -0.223026 -3.263582  -0.028
H -1.984107 -1.906703 -6.383522  0.066
H -0.422267 -2.566750 -6.755792  0.055
H -0.935574 -1.039063 -7.505483  0.095
H 1.266806 -0.054670 -4.497016  0.062
H 1.479780 -1.322267 -5.719030  0.094
H 1.146637 0.455541 -6.110507  0.094
H -2.184264 -1.166078 -4.418841  0.132

Atomic forces in eV per Å
-1.11 0.06 0.92
1.45 0.15 -0.96
2.72 -0.75 -2.07
-6.83 0.56 -0.66
3.89 0.14 3.48
-0.19 -1.12 -0.83
0.04 -1.11 -0.16
0.32 0.77 1.35
0.07 1.19 -0.69
-0.30 -0.13 0.08
0.43 -0.18 -0.52
0.23 0.24 0.50
-0.67 -0.13 0.10
-0.12 0.29 -0.56
0.58 -0.33 1.25
-0.50 -2.05 0.47
-0.50 2.54 0.54
-3.96 -2.88 -1.07
4.05 2.89 0.62
-0.56 0.91 1.26
-0.40 -0.69 0.29
1.43 -0.46 -1.99
-0.18 -0.44 0.56
-0.47 0.60 -0.57
0.19 0.07 0.00
0.36 -0.02 -0.56
0.33 0.13 -0.61
-0.30 -0.35 -0.19
0.06 -0.25 0.15
-0.71 0.04 -0.33
0.35 0.14 -0.32
-0.08 0.02 0.15
0.24 0.18 0.27
0.10 1.43 -0.04
0.25 -0.15 -0.06
-0.12 0.01 -0.02
-0.12 -0.81 0.24
-0.02 -0.37 -0.22
0.13 0.68 0.27
0.76 -0.42 0.30
-0.46 0.00 0.66
-0.27 0.29 -1.33
-0.16 -0.51 0.13
-0.32 -0.34 -0.30
-0.33 -0.24 1.27
1.03 -0.29 -1.32
0.02 0.33 0.50
-0.17 0.25 -0.04
-0.45 -0.97 -0.04
-0.10 0.73 -0.58
0.46 -0.22 0.04
0.33 0.00 0.37
-0.26 0.33 0.27
0.12 -0.01 0.15
1.19 0.25 1.45
-1.11 0.64 -0.75
-0.96 -1.72 -1.76
0.67 0.85 1.18
-0.54 -0.17 0.23
0.40 0.09 -0.39
-0.04 0.27 -0.60
0.19 0.10 -0.38
0.25 -0.11 0.41
0.22 -0.23 0.40
-0.46 0.01 0.14
-0.78 -0.64 -0.73
-1.49 -0.59 -0.76
1.24 1.06 0.57
1.92 -0.38 2.11
0.06 0.41 -0.54
0.25 0.69 -0.13
-0.13 -0.10 -0.09
-0.39 0.23 0.60
-0.22 -0.45 -0.74
0.40 -0.17 -0.25
-0.39 -0.15 -0.14
-0.65 0.21 0.03
-0.78 -0.25 -0.23
0.99 1.81 1.87
-0.56 -0.92 0.38
1.03 0.20 -0.27
-0.82 -0.63 -1.29
-0.12 0.07 -0.13
0.35 0.05 -0.02
0.10 0.07 0.01
-0.43 -0.40 0.14
0.74 0.50 -0.33
-0.33 -0.40 -0.60
-0.10 0.05 0.41

Values from the calculation:
HOMO in eV: -9.3
Structure (SMILES): CCOC(=O)C(F)(F)F.CCOC(=O)C(F)(F)F.ClC(Cl)Cl.ClC(Cl)Cl.ClC(Cl)Cl.ClC(Cl)Cl.ClC(Cl)Cl.CN(C)C=O.CN(C)C=O.CN(C)C=O
LUMO level in eV: 0.11
2S+1: 1
Gap between HOMO and LUMO in eV: 9.436
Maximum force in eV Å⁻¹: 6.889

Quick rundown of total energy, same order as above: -71692.6163; -246340.4248 eV
Quick rundown of relative energy (zero: lowest compared OMol25 entry of this formula, charge and spin), same order as above: 5.06; 37.63 kcal per mole